No. 1
Computed, not measured: C47H34F5I2N4O3STcTe as an isolated structure, with ωB97M-V/def2-TZVPD.

Cartesian coordinates (Å):
Tc -1.019 -0.367 -1.025
C 2.637 -0.726 5.081
C 1.650 -0.654 3.962
C 0.284 -0.604 4.213
C -0.642 -0.548 3.184
C -2.092 -0.565 3.458
O -2.926 -0.293 2.610
C -2.479 -0.916 4.848
C -3.353 -0.074 5.532
C -3.664 -0.326 6.856
C -3.134 -1.434 7.495
C -2.297 -2.300 6.808
C -1.961 -2.040 5.491
C -0.204 -0.464 1.825
O -1.048 -0.358 0.881
C 1.210 -0.531 1.560
C 2.086 -0.643 2.646
C 1.753 -0.428 0.225
N 1.071 -0.378 -0.883
C 1.811 -0.113 -2.114
C 1.965 1.387 -2.305
Te 2.915 1.899 -4.186
C 4.200 3.293 -3.162
C 3.696 4.522 -2.760
C 4.500 5.399 -2.052
C 5.809 5.056 -1.760
C 6.315 3.835 -2.173
C 5.510 2.949 -2.872
C 3.237 -0.314 0.150
C 4.022 -1.402 -0.220
C 5.389 -1.248 -0.353
C 5.975 -0.010 -0.146
C 5.197 1.072 0.224
C 3.833 0.918 0.396
H 2.142 -0.716 6.048
H 3.335 0.108 5.029
H 3.216 -1.645 5.008
H -0.058 -0.603 5.236
H -3.756 0.792 5.027
H -4.312 0.352 7.389
H -3.376 -1.626 8.529
H -1.892 -3.170 7.304
H -1.311 -2.720 4.959
H 3.148 -0.720 2.462
H 1.265 -0.560 -2.943
H 2.795 -0.583 -2.086
H 2.583 1.802 -1.518
H 1.003 1.879 -2.269
H 2.685 4.808 -3.015
H 4.108 6.358 -1.749
H 6.440 5.745 -1.222
H 7.341 3.573 -1.965
H 5.911 2.005 -3.213
H 3.559 -2.358 -0.407
H 5.990 -2.098 -0.631
H 7.037 0.108 -0.277
H 5.646 2.042 0.379
H 3.223 1.748 0.724
I -0.941 4.822 -1.183
C -1.352 3.457 -2.723
C -1.647 3.863 -4.015
C -1.813 2.939 -5.027
I -2.303 3.653 -6.951
C -1.627 1.552 -4.794
C -1.660 0.533 -5.765
C -1.365 -0.758 -5.395
C -1.069 -1.053 -4.064
N -1.078 -0.136 -3.107
C -1.338 1.149 -3.467
C -1.263 2.097 -2.394
O -1.057 1.663 -1.213
H -1.735 4.917 -4.226
H -1.899 0.772 -6.790
H -1.350 -1.552 -6.123
H -0.828 -2.061 -3.764
F -2.886 -2.335 0.505
C -1.960 -3.121 -0.086
C -1.005 -2.518 -0.904
C -0.100 -3.436 -1.436
F 0.901 -2.971 -2.221
C -0.141 -4.811 -1.220
F 0.767 -5.611 -1.789
C -1.130 -5.347 -0.403
F -1.209 -6.662 -0.201
C -2.039 -4.478 0.187
F -2.986 -4.938 1.014
S -3.511 -0.260 -1.777
C -4.830 -0.462 -0.745
N -4.871 -0.441 0.574
C -6.180 -0.847 1.049
C -7.056 -0.704 -0.209
N -6.052 -0.674 -1.255
H -4.069 -0.404 1.195
H -6.508 -0.214 1.872
H -6.136 -1.886 1.393
H -7.638 0.225 -0.207
H -7.740 -1.544 -0.344
H -6.268 -0.540 -2.227

Atoms 1-2, force components in eV/Å:
0.558 -1.249 2.399
0.139 -0.052 0.023

The value obtained for the molecular weight is 1309.279 g/mol. The largest force on an atom comes out at 2.91 eV Å⁻¹. For the HOMO-LUMO gap (alpha / beta), the calculation gives 4.5673 / 5.3391 eV. Its expectation value of S² is 0.80. The calculation puts the LUMO energy (alpha / beta) at -0.19343 / -0.16426 hartree. Its spin multiplicity is 2. As for the charge: +1.

Löwdin atomic charge list, values in e, 8 entries: 1.545 -0.030 -0.228 0.045 -0.032 -0.267 0.083 -0.168



No. 2
Computed, not measured: C47H35Br2F5GaGeN3O3PSeTe as an isolated structure, with ωB97M-V/def2-TZVPD.

Cartesian coordinates (Å):
Ga -0.376 -0.109 -0.850
Br 3.152 2.021 -6.210
C 2.348 1.304 -4.668
C 2.633 1.839 -3.425
C 1.971 1.310 -2.336
N 1.083 0.323 -2.423
C 0.856 -0.225 -3.624
C 1.465 0.247 -4.775
C -0.129 -1.314 -3.656
C -0.112 -2.335 -4.592
C -1.099 -3.299 -4.514
Br -1.046 -4.791 -5.659
C -2.118 -3.176 -3.584
C -2.043 -2.124 -2.691
N -1.042 -1.248 -2.691
H 3.341 2.646 -3.307
H 2.181 1.678 -1.342
H 1.222 -0.174 -5.740
H 0.677 -2.398 -5.328
H -2.930 -3.887 -3.548
H -2.810 -1.961 -1.949
C -3.247 5.504 0.022
C -3.707 4.089 -0.259
O -2.561 3.282 -0.574
P -2.444 2.253 -1.796
O -1.872 0.963 -1.199
Te -4.353 2.005 -3.099
O -1.172 2.824 -2.624
C -1.312 4.105 -3.261
C -0.640 4.075 -4.615
H -4.097 6.120 0.315
H -2.771 5.938 -0.858
H -2.521 5.502 0.839
H -4.417 4.059 -1.086
H -4.188 3.663 0.623
H -0.860 4.860 -2.612
H -2.372 4.344 -3.382
H 0.430 3.887 -4.507
H -0.779 5.031 -5.119
H -1.073 3.283 -5.229
C 1.167 -3.252 4.666
C 2.111 -3.310 3.651
C 1.741 -3.039 2.340
C 0.427 -2.693 2.030
C -0.518 -2.668 3.054
C -0.153 -2.947 4.362
Ge -0.154 -2.386 0.175
C 1.417 -2.807 -0.963
C 2.533 -1.972 -0.826
C 3.644 -2.111 -1.646
C 3.659 -3.091 -2.632
C 2.561 -3.925 -2.788
C 1.450 -3.777 -1.965
C -1.505 -3.811 -0.027
C -2.876 -3.568 0.059
C -3.794 -4.608 -0.026
C -3.351 -5.911 -0.202
C -1.988 -6.173 -0.263
C -1.075 -5.131 -0.167
H 1.458 -3.439 5.692
H 3.138 -3.573 3.875
H 2.476 -3.105 1.547
H -1.551 -2.426 2.821
H -0.895 -2.917 5.150
H 2.529 -1.204 -0.056
H 4.496 -1.454 -1.518
H 4.524 -3.203 -3.275
H 2.568 -4.693 -3.553
H 0.594 -4.427 -2.111
H -3.232 -2.554 0.212
H -4.854 -4.401 0.048
H -4.062 -6.725 -0.272
H -1.634 -7.190 -0.375
H -0.012 -5.348 -0.178
N 2.418 0.535 8.352
C 2.173 0.598 7.228
C 1.874 0.655 5.831
C 2.910 0.599 4.890
C 2.632 0.627 3.545
C 1.293 0.718 3.086
C 0.254 0.736 4.054
C 0.543 0.726 5.396
C 1.002 0.842 1.736
C 0.673 1.160 0.545
H 3.933 0.528 5.236
H 3.435 0.592 2.820
H -0.773 0.750 3.718
H -0.254 0.757 6.127
F -0.075 5.611 5.485
C 0.109 5.078 4.283
C 1.265 5.351 3.575
F 2.194 6.140 4.111
C 1.452 4.776 2.333
F 2.586 5.029 1.676
C 0.505 3.934 1.762
Se 0.839 3.116 0.077
C -0.658 3.703 2.485
F -1.624 2.936 1.983
C -0.853 4.251 3.738
F -1.963 3.979 4.425

Atoms 1-2, force components in eV/Å:
0.404 0.405 0.771
-0.037 -0.047 0.054

The value obtained for the molecular weight is 1324.480 g/mol. The largest force on an atom comes out at 0.96 eV Å⁻¹. Its energy relative to the best compared isomer or geometry (same formula, charge and spin) is 24.54 kcal per mole. For the HOMO-LUMO gap (alpha / beta), the calculation gives 5.4350 / 6.2582 eV. Its expectation value of S² is 0.79. The calculation puts the LUMO energy (alpha / beta) at -0.04483 / -0.04488 hartree. Its spin multiplicity is 2.

Löwdin atomic charge list, values in e, 8 entries: 0.387 0.807 -0.665 -0.067 -0.118 0.103 -0.165 -0.029



No. 3
Computed, not measured: C47H35InNO2PS3 as an isolated structure, with ωB97M-V/def2-TZVPD.

Cartesian coordinates (Å):
In 0.495 -0.444 -1.341
O 3.033 -2.327 -2.174
N 2.769 -1.858 -0.883
C 3.784 -2.017 -0.133
C 3.888 -1.616 1.284
C 5.144 -1.825 1.859
C 5.413 -1.477 3.173
C 4.403 -0.915 3.940
C 3.150 -0.712 3.377
C 2.873 -1.047 2.053
P 1.163 -0.841 1.378
C 0.484 0.615 2.244
C 1.242 1.775 2.403
C 0.659 2.934 2.894
C -0.691 2.955 3.217
C -1.459 1.813 3.040
C -0.877 0.653 2.549
C 0.365 -2.289 2.159
C 0.285 -3.442 1.380
C -0.263 -4.608 1.897
C -0.748 -4.626 3.197
C -0.677 -3.479 3.978
C -0.121 -2.316 3.464
H 2.238 -2.097 -2.663
H 4.677 -2.467 -0.565
H 5.927 -2.267 1.256
H 6.397 -1.645 3.590
H 4.581 -0.639 4.972
H 2.368 -0.278 3.985
H 2.289 1.782 2.129
H 1.261 3.825 3.008
H -1.145 3.862 3.596
H -2.515 1.824 3.276
H -1.490 -0.225 2.389
H 0.650 -3.423 0.358
H -0.318 -5.498 1.284
H -1.185 -5.530 3.601
H -1.056 -3.489 4.992
H -0.070 -1.429 4.083
C -1.522 -0.606 -0.522
C -2.648 -0.779 -1.037
C -3.999 -0.856 -1.286
C -4.699 0.341 -1.790
C -4.228 1.617 -1.466
C -4.853 2.748 -1.965
C -5.951 2.627 -2.807
C -6.425 1.366 -3.143
C -5.808 0.231 -2.637
C -4.703 -2.121 -1.024
C -6.038 -2.133 -0.602
C -6.670 -3.328 -0.292
C -5.987 -4.531 -0.404
C -4.662 -4.533 -0.825
C -4.025 -3.340 -1.126
H -3.369 1.705 -0.812
H -4.480 3.729 -1.698
H -6.433 3.513 -3.204
H -7.273 1.264 -3.809
H -6.172 -0.750 -2.911
H -6.572 -1.197 -0.501
H -7.698 -3.318 0.047
H -6.482 -5.463 -0.161
H -4.124 -5.468 -0.917
H -2.991 -3.337 -1.449
O 1.226 1.414 -0.864
C 2.184 2.174 -1.533
C 3.365 2.360 -0.583
C 4.152 1.362 -0.083
C 5.038 1.803 0.938
C 4.902 3.136 1.192
S 3.706 3.846 0.199
C 1.547 3.511 -1.903
C 0.331 3.951 -1.488
C 0.003 5.240 -2.007
C 0.980 5.741 -2.808
S 2.302 4.660 -2.941
C 2.648 1.473 -2.813
C 3.863 1.004 -3.201
C 3.829 0.333 -4.466
C 2.588 0.314 -5.014
S 1.454 1.129 -4.020
H 4.073 0.334 -0.418
H 5.734 1.157 1.459
H 5.442 3.741 1.905
H -0.295 3.362 -0.831
H -0.920 5.762 -1.790
H 1.003 6.687 -3.328
H 4.762 1.134 -2.617
H 4.698 -0.111 -4.933
H 2.276 -0.109 -5.956

Atoms 1-2, force components in eV/Å:
-0.329 -0.009 0.670
0.427 -0.123 0.474

The value obtained for the molecular weight is 887.795 g/mol. The largest force on an atom comes out at 0.76 eV Å⁻¹. For the HOMO-LUMO gap (alpha / beta), the calculation gives 6.2245 / 5.7612 eV. The calculation puts the LUMO energy (alpha / beta) at -0.02819 / -0.03491 hartree. Its spin multiplicity is 1.

Löwdin atomic charge list, values in e, 8 entries: 0.711 -0.062 -0.073 -0.102 -0.219 -0.043 -0.072 -0.059



No. 4
Computed, not measured: C47H36N8O5PPt as an isolated structure, with ωB97M-V/def2-TZVPD.

Cartesian coordinates (Å):
Pt 0.075 0.080 0.057
O 0.976 -2.656 0.046
N 0.333 -1.766 0.926
C 0.637 -2.064 2.151
C 0.117 -1.470 3.357
C 0.098 -2.326 4.459
C -0.462 -1.913 5.661
C -0.989 -0.640 5.767
C -0.951 0.234 4.680
C -0.397 -0.167 3.474
P -0.260 1.085 2.185
C -1.900 1.861 2.114
C -3.043 1.133 2.459
C -4.295 1.725 2.411
C -4.425 3.050 2.011
C -3.297 3.779 1.662
C -2.042 3.192 1.715
C 0.937 2.336 2.669
C 1.264 3.393 1.818
C 2.194 4.340 2.212
C 2.817 4.230 3.447
C 2.515 3.166 4.286
C 1.590 2.212 3.898
H 0.277 -3.025 -0.516
H 1.228 -2.971 2.254
H 0.515 -3.321 4.372
H -0.474 -2.583 6.510
H -1.420 -0.305 6.702
H -1.344 1.237 4.794
H -2.964 0.106 2.794
H -5.168 1.159 2.711
H -5.401 3.517 1.992
H -3.389 4.819 1.375
H -1.178 3.798 1.475
H 0.803 3.495 0.847
H 2.426 5.168 1.556
H 3.542 4.972 3.756
H 3.011 3.069 5.242
H 1.390 1.380 4.556
C 1.952 4.983 -2.308
C 2.533 3.768 -1.969
C 1.743 2.725 -1.523
C 0.366 2.909 -1.432
C -0.234 4.127 -1.784
C 0.572 5.160 -2.214
N -0.450 1.826 -0.976
N -1.663 1.917 -1.256
C -2.488 0.869 -0.845
C -3.833 0.905 -1.149
C -4.618 -0.177 -0.768
C -4.031 -1.239 -0.098
C -2.676 -1.203 0.185
N -1.922 -0.168 -0.192
H 2.574 5.801 -2.647
H 3.604 3.639 -2.050
H 2.175 1.778 -1.247
H -1.302 4.259 -1.707
H 0.129 6.109 -2.481
H -4.232 1.758 -1.681
H -5.676 -0.188 -0.997
H -4.612 -2.095 0.216
H -2.183 -2.006 0.715
N 6.529 -3.457 -7.707
C 5.662 -3.141 -7.025
C 4.581 -2.732 -6.171
C 4.844 -2.350 -4.858
C 3.809 -1.950 -4.032
C 2.512 -1.932 -4.527
C 2.237 -2.314 -5.830
C 3.277 -2.717 -6.652
N 1.428 -1.510 -3.667
C 0.080 -1.631 -3.926
C -0.572 -1.124 -2.850
N 0.367 -0.681 -1.940
C 1.558 -0.942 -2.463
H 5.858 -2.374 -4.485
H 4.037 -1.679 -3.011
H 1.236 -2.294 -6.233
H 3.075 -3.017 -7.671
H -0.309 -2.063 -4.828
H -1.634 -1.039 -2.697
H 2.495 -0.719 -1.987
O 2.313 -0.115 2.247
C 2.806 0.104 1.154
O 2.069 0.214 0.059
C 4.265 0.254 0.933
C 5.114 -0.165 1.954
C 6.486 -0.036 1.811
C 6.969 0.537 0.651
C 6.152 0.965 -0.379
C 4.785 0.808 -0.236
N 8.437 0.706 0.499
O 9.137 0.086 1.264
O 8.808 1.453 -0.378
H 4.699 -0.590 2.857
H 7.176 -0.367 2.573
H 6.593 1.407 -1.260
H 4.130 1.123 -1.038

Atoms 1-2, force components in eV/Å:
-0.184 -0.234 0.073
-0.079 0.180 0.084

The value obtained for the molecular weight is 1018.908 g/mol. The largest force on an atom comes out at 0.95 eV Å⁻¹. For the HOMO-LUMO gap, the calculation gives 5.4450 eV. The calculation puts the LUMO energy at -0.37381 hartree. Its spin multiplicity is 1. As for the charge: +3.

Löwdin atomic charge list, values in e, 8 entries: 1.442 -0.006 -0.161 -0.016 -0.197 0.028 0.001 0.004



No. 5
Computed, not measured: C47H37GeN6O4V as an isolated structure, with ωB97M-V/def2-TZVPD.

Cartesian coordinates (Å):
V 0.123 -0.190 -0.097
O 4.494 0.779 5.024
C 4.761 0.232 3.950
O 5.782 -0.312 3.514
C 3.656 0.376 2.892
C 2.372 0.772 3.261
C 1.380 0.799 2.302
N 1.641 0.454 1.038
C 2.890 0.179 0.642
C 3.922 0.099 1.551
C 2.963 0.001 -0.830
C 4.144 -0.205 -1.522
C 4.096 -0.354 -2.899
C 2.871 -0.302 -3.542
C 1.738 -0.086 -2.782
N 1.770 0.079 -1.460
C -0.042 1.172 2.498
C -0.530 1.681 3.687
C -1.876 1.996 3.779
C -2.694 1.786 2.683
C -2.130 1.281 1.527
N -0.836 0.991 1.418
H 2.222 1.041 4.298
H 4.935 -0.186 1.296
H 5.080 -0.254 -0.985
H 5.007 -0.517 -3.458
H 2.779 -0.432 -4.609
H 0.761 -0.074 -3.243
H 0.137 1.825 4.523
H -2.279 2.399 4.698
H -3.749 2.012 2.710
H -2.736 1.116 0.643
C -3.667 -1.667 -1.535
C -2.554 -1.465 -0.549
O -1.558 -0.824 -0.975
C -2.619 -1.977 0.784
C -3.840 -2.529 1.257
C -3.954 -3.034 2.519
C -2.822 -3.026 3.358
C -1.623 -2.520 2.939
C -1.481 -1.972 1.642
O -0.317 -1.517 1.301
H -3.355 -1.292 -2.506
H -4.559 -1.124 -1.216
H -3.939 -2.719 -1.609
H -4.701 -2.538 0.605
H -4.890 -3.441 2.869
H -2.901 -3.433 4.358
H -0.751 -2.522 3.578
Ge -0.674 2.108 -1.479
C -1.127 3.542 -0.269
C -2.419 4.060 -0.339
C -2.774 5.149 0.448
C -1.850 5.705 1.318
C -0.563 5.187 1.398
C -0.201 4.109 0.606
C 0.580 2.716 -2.817
C 0.103 2.828 -4.122
C 0.921 3.352 -5.118
C 2.209 3.755 -4.814
C 2.689 3.647 -3.513
C 1.878 3.127 -2.518
H -1.961 1.658 -2.199
H -3.152 3.626 -1.008
H -3.773 5.558 0.383
H -2.130 6.548 1.933
H 0.158 5.626 2.073
H 0.805 3.713 0.679
H -0.904 2.517 -4.373
H 0.545 3.443 -6.128
H 2.844 4.162 -5.589
H 3.693 3.972 -3.276
H 2.265 3.042 -1.509
C 2.044 -4.283 -0.574
C 1.605 -3.033 -0.181
N 0.774 -2.302 -0.930
C 0.335 -2.800 -2.084
C 0.703 -4.056 -2.561
C 1.579 -4.797 -1.770
C 0.183 -4.705 -3.780
C -0.480 -4.317 -4.877
C -0.937 -3.020 -5.409
C -1.824 -3.035 -6.482
C -2.242 -1.822 -6.992
N -1.810 -0.661 -6.506
C -0.956 -0.755 -5.498
N -0.498 -1.856 -4.915
H 2.720 -4.841 0.057
H 1.909 -2.603 0.765
H -0.338 -2.176 -2.649
H 1.884 -5.785 -2.092
H 0.377 -5.773 -3.757
H -0.740 -5.132 -5.543
H -2.177 -3.966 -6.901
H -2.941 -1.775 -7.818
H -0.587 0.186 -5.107

Atoms 1-2, force components in eV/Å:
-0.486 -1.534 -0.265
-0.322 -0.113 0.389

The value obtained for the molecular weight is 873.405 g/mol. The largest force on an atom comes out at 1.63 eV Å⁻¹. Its energy relative to the best compared isomer or geometry (same formula, charge and spin) is 50.59 kcal per mole. For the HOMO-LUMO gap (alpha / beta), the calculation gives 6.6114 / 4.5694 eV. Its expectation value of S² is 3.77. The calculation puts the LUMO energy (alpha / beta) at -0.11870 / -0.19364 hartree. Its spin multiplicity is 4. As for the charge: +1.

Löwdin atomic charge list, values in e, 8 entries: 0.862 -0.002 -0.699 -0.007 -0.047 0.094 -0.167 0.021